[1]
The following is a DFT calculation (wB97M-V/def2-TZVPD) of C21H23N3O5S in the gas phase in a non-equilibrium geometry.

```
53
Properties=species:S:1:pos:R:3:nbo_charge:R:1
C 1.65 4.06 -5.64 -0.593
C 2.62 3.80 -4.49 -0.413
C 2.23 2.55 -3.75 -0.031
C 1.34 2.61 -2.68 -0.200
C 0.94 1.46 -2.03 -0.263
C 1.44 0.21 -2.43 0.224
N 1.00 -0.91 -1.72 -0.633
C 1.37 -2.19 -1.87 0.660
O 2.15 -2.63 -2.70 -0.611
C 0.71 -3.13 -0.85 -0.169
O -0.62 -2.70 -0.57 -0.513
C -1.33 -3.45 0.26 0.833
O -0.97 -4.51 0.71 -0.615
C -2.68 -2.81 0.52 -0.523
C -3.28 -3.22 1.87 -0.377
C -2.27 -3.15 3.03 -0.472
C -1.50 -1.87 2.97 0.522
N -0.48 -1.81 2.21 -0.785
S 0.17 -0.38 1.75 2.315
O -0.58 0.05 0.59 -0.963
O 1.58 -0.51 1.58 -0.913
C -0.23 0.73 3.08 -0.399
C 0.45 1.91 3.28 -0.143
C 0.05 2.78 4.27 -0.223
C -1.04 2.46 5.06 -0.172
C -1.72 1.27 4.88 -0.251
C -1.32 0.38 3.88 0.242
N -1.97 -0.83 3.71 -0.589
C 2.33 0.15 -3.49 -0.251
C 2.71 1.31 -4.14 -0.207
H 1.66 3.23 -6.34 0.205
H 0.64 4.18 -5.27 0.203
H 1.93 4.96 -6.18 0.203
H 3.63 3.70 -4.88 0.205
H 2.60 4.65 -3.81 0.202
H 0.95 3.56 -2.36 0.203
H 0.25 1.50 -1.20 0.224
H 0.36 -0.70 -0.96 0.436
H 0.70 -4.15 -1.24 0.220
H 1.30 -3.11 0.07 0.219
H -2.54 -1.73 0.45 0.243
H -3.35 -3.11 -0.29 0.247
H -4.14 -2.57 2.08 0.206
H -3.64 -4.25 1.80 0.228
H -2.80 -3.25 3.98 0.213
H -1.57 -3.97 2.91 0.275
H 1.30 2.12 2.63 0.244
H 0.58 3.71 4.43 0.227
H -1.36 3.14 5.84 0.224
H -2.57 1.02 5.51 0.214
H -2.77 -1.00 4.30 0.413
H 2.71 -0.80 -3.81 0.251
H 3.40 1.25 -4.97 0.207
```

Properties
LUMO energy ... 0.11 eV
SMILES ... CCc1ccc(NC(=O)COC(=O)CCCC2=NS(=O)(=O)c3ccccc3N2)cc1
Molecular weight ... 429.50 u

***

[2]
The following is a DFT calculation (wB97M-V/def2-TZVPD) of C21H23N3O5S2 as an isolated structure in a non-equilibrium geometry.

```
54
Properties=species:S:1:pos:R:3:nbo_charge:R:1
C -1.12 4.33 -4.07 -0.631
H -0.78 5.02 -3.41 0.210
H -0.97 3.27 -3.45 0.202
H -2.16 4.42 -4.41 0.222
C -0.39 4.03 -5.53 -0.175
N 1.04 3.87 -5.25 -0.688
S 1.34 2.37 -5.38 2.133
O 0.82 1.61 -6.58 -0.907
O 2.97 2.03 -5.43 -0.934
C 0.78 1.38 -3.87 -0.175
C 1.72 1.58 -2.69 -0.246
C 1.12 0.94 -1.67 -0.094
C -0.39 0.18 -1.69 -0.117
C -0.86 0.23 -2.76 -0.135
C -0.38 0.66 -4.04 -0.247
H -0.94 0.84 -4.91 0.253
H -2.05 -0.31 -2.83 0.182
C -0.86 -0.19 -0.40 0.377
N -0.17 -0.33 0.87 -0.208
N -1.09 -0.76 1.67 -0.294
C -2.09 -1.33 0.80 0.187
S -3.42 -1.95 1.42 0.384
C -2.74 -2.55 3.10 -0.676
C -1.61 -3.35 2.93 0.502
O -1.08 -4.11 1.70 -0.583
C -0.90 -3.94 4.18 -0.210
C 0.09 -4.66 3.95 -0.076
C 1.16 -5.02 5.14 -0.203
C 0.51 -4.50 6.36 0.334
C -0.67 -3.87 6.57 -0.327
C -1.22 -3.57 5.40 -0.118
H -2.24 -3.06 5.44 0.189
H -0.95 -3.61 7.53 0.238
O 1.23 -5.07 7.34 -0.496
C 0.91 -4.70 8.68 -0.230
H 0.19 -5.12 9.08 0.145
H 1.79 -5.30 9.28 0.201
H 0.90 -3.42 9.01 0.165
H 1.95 -5.53 5.01 0.198
H 0.72 -4.74 2.98 0.258
H -3.77 -3.05 3.70 0.318
H -2.53 -1.42 3.60 0.328
O -2.02 -0.86 -0.48 -0.369
H 1.37 1.04 -0.66 0.210
H 2.58 2.00 -2.81 0.232
C 1.88 4.48 -4.23 -0.241
C 2.04 5.98 -4.79 -0.520
H 2.75 6.45 -4.15 0.206
H 1.35 6.49 -4.82 0.139
H 2.58 6.10 -5.95 0.198
H 2.97 4.02 -4.31 0.286
H 1.60 4.57 -3.31 0.184
H -0.60 3.24 -5.98 0.201
H -0.38 5.17 -5.87 0.219
```

Properties
LUMO energy ... -1.09 eV
Molecular weight ... 461.56 u

***

[3]
The following is a DFT calculation (wB97M-V/def2-TZVPD) of C21H23N4O3OsSSe3Te as an isolated structure.

```
57
Properties=species:S:1:pos:R:3:nbo_charge:R:1
Os 0.59 0.59 -0.37 0.554
O 2.77 -1.80 -0.25 -0.975
S 3.19 -0.98 0.85 2.329
O 3.48 -1.63 2.10 -0.943
N 2.01 0.14 1.09 -0.958
C 1.72 0.67 2.35 0.132
C 2.49 0.60 3.49 -0.233
C 2.06 1.19 4.70 -0.169
C 0.87 1.85 4.80 -0.202
C 0.07 1.98 3.65 -0.106
C -1.17 2.66 3.66 -0.069
C -1.91 2.75 2.51 -0.271
C -1.41 2.19 1.34 0.113
N -0.26 1.54 1.29 -0.479
C 0.49 1.40 2.43 0.193
C 4.60 -0.06 0.31 -0.271
C 5.43 -0.65 -0.63 -0.210
C 6.56 0.05 -1.06 -0.188
C 6.83 1.31 -0.55 -0.186
C 5.98 1.88 0.39 -0.193
C 4.86 1.20 0.82 -0.230
H 3.43 0.07 3.48 0.258
H 2.70 1.09 5.57 0.232
H 0.55 2.30 5.73 0.227
H -1.52 3.10 4.58 0.234
H -2.86 3.26 2.49 0.242
H -1.96 2.26 0.41 0.214
H 5.20 -1.63 -1.03 0.245
H 7.21 -0.40 -1.79 0.228
H 7.70 1.85 -0.89 0.228
H 6.19 2.87 0.78 0.226
H 4.19 1.65 1.55 0.227
Se 2.22 1.21 -1.87 0.230
Se 1.27 0.37 -3.84 -0.162
Te 0.36 -1.39 -2.17 0.892
Se -1.91 -1.72 -2.72 -0.546
C -3.83 1.43 -3.44 -0.592
C -2.71 2.41 -3.09 -0.519
C -1.69 1.82 -2.23 0.503
N -0.90 1.35 -1.56 -0.412
H -4.56 1.94 -4.07 0.231
H -4.33 1.07 -2.54 0.220
H -3.43 0.57 -3.98 0.240
H -3.10 3.30 -2.57 0.258
H -2.20 2.77 -3.99 0.268
C -2.34 -2.35 2.30 -0.427
N -0.89 -2.52 2.29 -0.356
C -0.33 -3.50 3.22 -0.408
C -0.12 -1.84 1.48 0.545
O -0.56 -1.01 0.65 -0.685
H -2.81 -3.32 2.13 0.221
H -2.62 -1.66 1.51 0.244
H -2.65 -1.96 3.27 0.212
H -0.62 -3.25 4.23 0.214
H 0.76 -3.48 3.15 0.231
H -0.69 -4.49 2.97 0.216
H 0.95 -2.08 1.55 0.183
```

Properties
Charge ... +1
LUMO energy (alpha / beta) ... -4.54 / -4.53 eV
Molecular weight ... 966.22 u

***

[4]
The following is a DFT calculation (wB97M-V/def2-TZVPD) of C21H23N5O5S2 as an isolated structure in a non-equilibrium geometry.

```
56
Properties=species:S:1:pos:R:3:nbo_charge:R:1
O 2.55 -0.79 1.34 -0.616
C 2.80 0.18 0.65 0.643
N 3.10 1.40 1.21 -0.426
C 2.84 2.66 0.55 -0.234
H 3.72 3.31 0.63 0.196
C 1.62 3.32 1.21 -0.243
N 0.79 2.29 1.82 -0.440
C -0.12 1.67 1.02 0.728
O -0.24 2.00 -0.15 -0.674
C -1.04 0.64 1.65 -0.321
C -0.68 -0.76 1.12 -0.421
C -1.71 -1.79 1.57 -0.219
N -3.05 -1.40 1.20 -0.688
S -3.76 -2.15 -0.09 2.337
O -4.94 -1.40 -0.43 -0.931
O -3.92 -3.53 0.26 -0.947
C -2.60 -2.15 -1.48 -0.362
C -2.22 -3.36 -1.99 -0.151
C -1.32 -3.45 -3.07 -0.215
C -0.77 -2.34 -3.64 -0.176
C -1.12 -1.08 -3.11 0.066
N -0.66 0.12 -3.48 -0.632
S -1.36 1.24 -2.57 1.084
N -2.31 0.29 -1.71 -0.667
C -2.08 -0.98 -2.05 0.164
H -0.08 -2.40 -4.46 0.224
H -1.07 -4.43 -3.45 0.225
H -2.62 -4.25 -1.53 0.255
C -3.46 -0.10 1.65 -0.220
C -2.48 1.00 1.25 -0.419
H -2.52 1.13 0.17 0.260
H -2.77 1.94 1.73 0.207
H -3.56 -0.14 2.75 0.187
H -4.44 0.08 1.21 0.249
H -1.67 -1.91 2.66 0.195
H -1.52 -2.76 1.11 0.228
H -0.64 -0.72 0.03 0.215
H 0.31 -1.06 1.48 0.247
H -0.97 0.65 2.74 0.205
C 1.43 1.70 2.97 -0.225
H 0.99 0.73 3.20 0.226
C 2.94 1.50 2.65 -0.242
H 3.54 2.34 3.00 0.199
H 3.30 0.57 3.10 0.249
H 1.32 2.36 3.84 0.199
H 1.02 3.85 0.47 0.248
H 1.91 4.01 2.00 0.196
H 2.64 2.48 -0.51 0.239
C 2.90 0.09 -0.81 0.147
C 3.76 0.66 -1.72 -0.257
C 3.44 0.09 -2.97 -0.325
C 2.41 -0.77 -2.74 0.134
O 2.09 -0.78 -1.44 -0.370
H 1.84 -1.40 -3.39 0.207
H 3.91 0.30 -3.91 0.233
H 4.54 1.36 -1.51 0.231
```

Properties
LUMO energy ... -0.75 eV
Molecular weight ... 489.58 u

***

[5]
The following is a DFT calculation (wB97M-V/def2-TZVPD) of C21H23NO in the gas phase.

```
46
Properties=species:S:1:pos:R:3:nbo_charge:R:1
C 0.14 3.94 -1.45 -0.234
C -0.07 2.81 -2.22 -0.196
C -0.79 1.75 -1.71 -0.256
C -1.31 1.79 -0.42 0.084
C -2.08 0.66 0.20 -0.449
C -1.88 -0.70 -0.48 -0.225
N -2.26 -1.76 0.44 -0.624
C -2.24 -3.09 -0.12 -0.210
C -0.88 -3.62 -0.61 -0.458
C 0.16 -3.74 0.50 -0.065
O 0.52 -2.51 1.10 -0.515
C 1.25 -1.59 0.39 0.342
C 1.86 -1.83 -0.82 -0.320
C 2.54 -0.79 -1.48 -0.195
C 2.63 0.46 -0.94 -0.226
C 2.04 0.73 0.32 0.040
C 2.13 1.99 0.92 -0.202
C 1.57 2.23 2.14 -0.208
C 0.88 1.21 2.82 -0.209
C 0.78 -0.03 2.25 -0.198
C 1.35 -0.31 1.00 -0.128
C -1.09 2.94 0.34 -0.226
C -0.38 4.01 -0.17 -0.210
H 0.71 4.77 -1.85 0.210
H 0.33 2.75 -3.22 0.209
H -0.96 0.88 -2.33 0.211
H -1.77 0.57 1.24 0.216
H -3.15 0.90 0.20 0.221
H -0.83 -0.78 -0.80 0.173
H -2.51 -0.79 -1.36 0.188
H -1.65 -1.72 1.25 0.360
H -2.94 -3.11 -0.96 0.190
H -2.62 -3.77 0.66 0.190
H -1.02 -4.61 -1.04 0.216
H -0.50 -2.96 -1.40 0.212
H -0.25 -4.32 1.33 0.193
H 1.06 -4.26 0.13 0.178
H 1.82 -2.80 -1.29 0.217
H 3.00 -1.01 -2.43 0.213
H 3.14 1.25 -1.46 0.211
H 2.66 2.78 0.40 0.214
H 1.64 3.21 2.60 0.213
H 0.44 1.41 3.78 0.212
H 0.26 -0.83 2.77 0.224
H -1.49 2.99 1.34 0.207
H -0.22 4.89 0.43 0.209
```

Properties
LUMO energy ... 0.75 eV
SMILES ... c1ccc(CCNCCCOc2cccc3ccccc23)cc1
Molecular weight ... 305.42 u